Entry 1:
{
  "formula": "C11H24BCuF4N3OTa",
  "method": "ωB97M-V/def2-TZVPD",
  "e_tot_ev": -76036.560,
  "homo_lumo_gap_ev": 5.65,
  "total_charge": 2,
  "de_lowest_kj_mol": 488.1,
  "symbols": ["N", "C", "O", "Cu", "Ta", "N", "N", "C", "C", "C", "C", "C", "C", "C", "C", "H", "H", "H", "H", "H", "H", "H", "H", "H", "H", "H", "H", "H", "H", "H", "H", "H", "H", "C", "H", "H", "H", "C", "H", "H", "H", "F", "B", "F", "F", "F"],
  "positions_angstrom": [[1.833, -0.270, 0.942], [2.941, -0.946, 1.260], [3.907, -1.166, 0.477], [2.632, -0.601, -1.266], [0.000, 0.000, 0.627], [-0.561, -1.489, -0.639], [-0.308, 1.705, -0.391], [-0.424, -2.935, -0.301], [0.312, 3.051, -0.489], [0.767, -3.543, -1.078], [-1.722, -3.703, -0.633], [-0.148, -3.062, 1.208], [0.012, 3.679, -1.868], [-0.223, 3.966, 0.636], [1.835, 2.914, -0.336], [0.674, -3.359, -2.164], [0.825, -4.636, -0.928], [1.716, -3.110, -0.712], [-2.586, -3.225, -0.139], [-1.648, -4.743, -0.269], [-1.918, -3.742, -1.718], [0.750, -2.486, 1.503], [0.039, -4.115, 1.478], [-1.010, -2.706, 1.796], [0.320, 2.995, -2.679], [0.568, 4.625, -1.981], [-1.060, 3.906, -1.993], [-1.324, 4.037, 0.600], [0.184, 4.988, 0.540], [0.064, 3.563, 1.621], [2.087, 2.390, 0.602], [2.314, 3.908, -0.332], [2.249, 2.345, -1.193], [-1.713, 1.623, -0.800], [-2.119, 0.623, -0.526], [-2.360, 2.370, -0.298], [-1.848, 1.709, -1.896], [-1.149, -1.203, -1.950], [-2.241, -1.398, -1.983], [-0.985, -0.142, -2.200], [-0.685, -1.810, -2.755], [0.000, 0.000, 2.627], [0.000, 0.000, 4.037], [-1.074, 0.852, 4.521], [-0.201, -1.356, 4.520], [1.275, 0.504, 4.520]],
  "lowdin_charge": [-0.149, 0.019, 0.119, 0.664, 1.927, -0.239, -0.228, -0.634, -0.632, -0.015, -0.020, -0.044, -0.027, -0.013, -0.048, 0.091, 0.120, 0.069, 0.106, 0.115, 0.097, 0.050, 0.128, 0.104, 0.097, 0.114, 0.097, 0.091, 0.116, 0.097, 0.070, 0.118, 0.077, -0.133, 0.070, 0.120, 0.114, -0.123, 0.118, 0.054, 0.109, 0.010, -1.036, 0.089, 0.085, 0.085]
}

Entry 2:
{
  "formula": "C11H24Br3Cl2CsF5KN3NaO2Si",
  "method": "ωB97M-V/def2-TZVPD",
  "e_tot_ev": -298288.927,
  "homo_lumo_gap_ev": 6.16,
  "symbols": ["F", "C", "F", "C", "F", "F", "Si", "H", "H", "H", "H", "Na", "C", "C", "C", "C", "N", "H", "H", "H", "H", "H", "H", "H", "C", "C", "C", "O", "H", "H", "H", "H", "H", "H", "H", "H", "C", "O", "N", "N", "H", "H", "H", "H", "Cl", "K", "Cl", "Cs", "C", "Br", "Br", "Br", "H", "F"],
  "positions_angstrom": [[-2.041, -0.460, 2.228], [-1.242, 0.617, 2.144], [-1.331, 1.286, 3.336], [0.216, 0.199, 1.861], [0.333, 0.294, 0.499], [0.356, -1.084, 2.264], [1.503, 1.374, 2.715], [-1.529, 1.296, 1.342], [0.987, 2.742, 2.450], [1.471, 1.112, 4.154], [2.835, 1.163, 2.123], [-4.066, -0.775, 1.897], [-1.047, -0.393, -4.634], [-0.531, -0.870, -3.281], [-1.644, -1.056, -2.241], [-2.336, 0.203, -1.999], [-2.771, 1.267, -1.930], [-1.523, 0.585, -4.554], [-0.229, -0.299, -5.350], [-1.777, -1.096, -5.043], [0.202, -0.153, -2.903], [-0.009, -1.822, -3.410], [-1.240, -1.408, -1.295], [-2.374, -1.790, -2.582], [-0.191, -6.519, 3.707], [0.534, -5.561, 4.643], [-0.393, -4.459, 5.130], [1.661, -4.995, 3.976], [-0.552, -5.986, 2.823], [0.486, -7.301, 3.362], [-1.043, -6.988, 4.201], [0.928, -6.113, 5.497], [-0.766, -3.855, 4.298], [0.138, -3.777, 5.794], [-1.247, -4.874, 5.669], [1.334, -4.500, 3.217], [0.387, 3.290, -6.005], [1.218, 2.416, -6.189], [0.105, 4.233, -6.965], [-0.324, 3.408, -4.851], [-0.573, 4.960, -6.844], [0.610, 4.173, -7.828], [-0.149, 2.738, -4.124], [-1.009, 4.120, -4.683], [-0.572, 0.013, 5.765], [-2.035, 2.300, 5.637], [-1.653, 3.762, -1.749], [-0.942, 5.288, -0.006], [5.041, 4.779, -0.431], [5.557, 6.561, -0.928], [6.088, 4.115, 1.035], [3.157, 4.668, -0.055], [5.231, 4.139, -1.280], [-3.382, -0.931, -0.194]],
  "lowdin_charge": [0.023, -0.322, -0.154, -0.583, 0.038, 0.061, 0.787, 0.172, -0.056, -0.090, -0.049, 0.696, -0.111, -0.255, -0.207, -0.295, 0.050, 0.059, 0.068, 0.073, 0.104, 0.103, 0.097, 0.117, -0.068, -0.500, -0.063, -0.054, 0.080, 0.077, 0.076, 0.136, 0.076, 0.078, 0.077, 0.083, -0.687, 0.010, 0.137, 0.149, 0.084, 0.094, 0.065, 0.062, -0.449, 0.700, -0.615, 0.667, -1.646, 0.586, 0.582, 0.546, -0.025, -0.584]
}

Entry 3:
{
  "formula": "C11H24ClGdI2N2P2",
  "method": "ωB97M-V/def2-TZVPD",
  "e_tot_ev": -82897.549,
  "homo_lumo_gap_ev": [8.33, 4.79],
  "total_charge": 2,
  "de_lowest_kj_mol": 0.0,
  "spin_multiplicity": 8,
  "s2": 16.083,
  "symbols": ["I", "I", "Gd", "P", "C", "C", "H", "H", "H", "H", "H", "H", "C", "H", "H", "H", "P", "C", "C", "H", "H", "H", "C", "H", "H", "H", "H", "H", "H", "Cl", "N", "C", "C", "C", "N", "C", "C", "H", "H", "H", "H", "H", "H"],
  "positions_angstrom": [[0.040, 2.996, -0.449], [-0.109, -2.996, -0.250], [0.026, -0.036, -1.546], [-2.859, -0.045, -1.354], [-3.857, 0.027, 0.157], [-3.586, 1.329, -2.346], [-4.659, 1.163, -2.543], [-4.670, -1.325, -2.466], [-3.026, 1.383, -3.289], [-3.043, -1.566, -3.203], [-3.631, 0.931, 0.735], [-3.421, 2.257, -1.785], [-3.596, -1.467, -2.261], [-4.904, 0.016, -0.168], [-3.426, -2.369, -1.664], [-3.621, -0.844, 0.777], [2.869, -0.025, -1.355], [3.857, 0.046, 0.160], [3.606, -1.464, -2.234], [3.006, 1.356, -3.314], [4.646, 1.186, -2.583], [3.400, 2.278, -1.845], [3.574, 1.335, -2.376], [3.055, -1.593, -3.175], [4.679, -1.302, -2.433], [4.903, 0.038, -0.167], [3.637, -0.805, 0.816], [3.444, -2.347, -1.606], [3.609, 0.968, 0.697], [0.002, -0.132, -4.048], [0.001, 0.126, 5.593], [0.006, 0.100, 4.209], [0.604, -0.939, 3.465], [0.629, -0.915, 2.077], [0.013, 0.032, 1.331], [-0.617, 1.006, 2.031], [-0.591, 1.102, 3.407], [0.446, -0.609, 6.167], [-0.449, 0.886, 6.130], [1.137, -1.787, 3.875], [1.136, -1.755, 1.575], [-1.138, 1.801, 1.478], [-1.122, 1.957, 3.785]],
  "lowdin_charge": [0.588, 0.595, 0.454, 0.643, -0.263, -0.261, 0.071, 0.071, 0.043, 0.043, 0.045, 0.039, -0.261, 0.067, 0.035, 0.052, 0.640, -0.259, -0.257, 0.042, 0.072, 0.038, -0.259, 0.045, 0.072, 0.067, 0.046, 0.042, 0.053, -0.133, 0.148, -0.256, 0.012, -0.257, -0.093, -0.249, 0.014, 0.137, 0.135, 0.125, -0.006, -0.004, 0.122]
}

Entry 4:
{
  "formula": "C11H24ClINOP2SW",
  "method": "ωB97M-V/def2-TZVPD",
  "e_tot_ev": -67166.705,
  "homo_lumo_gap_ev": [4.61, 5.17],
  "total_charge": 3,
  "de_lowest_kj_mol": 61.0,
  "spin_multiplicity": 3,
  "s2": 2.012,
  "symbols": ["C", "C", "H", "H", "H", "O", "I", "W", "P", "C", "C", "H", "H", "H", "H", "H", "H", "C", "H", "H", "H", "P", "C", "C", "H", "H", "H", "C", "H", "H", "H", "H", "H", "H", "Cl", "S", "C", "C", "N", "C", "H", "H", "H"],
  "positions_angstrom": [[-4.068, -4.752, -1.161], [-2.944, -3.801, -0.824], [-3.728, -5.771, -0.935], [-4.324, -4.676, -2.224], [-4.956, -4.520, -0.561], [-1.856, -4.070, -0.380], [-3.402, -1.679, -1.203], [-0.074, 1.684, -0.198], [-0.352, 0.357, 1.628], [1.034, -0.041, 2.720], [-1.391, 1.594, 2.479], [-1.798, 1.079, 3.357], [-1.791, -1.315, 2.640], [-2.218, 1.914, 1.825], [-2.195, -1.008, 0.930], [1.878, 0.631, 2.539], [-0.824, 2.469, 2.799], [-1.357, -1.134, 1.640], [0.750, 0.033, 3.778], [-0.774, -2.001, 1.307], [1.352, -1.066, 2.504], [0.858, 0.117, -1.555], [2.591, -0.380, -1.309], [0.018, -1.400, -1.998], [-0.309, 1.335, -3.278], [1.210, 0.567, -3.862], [1.266, 2.107, -2.955], [0.750, 1.149, -3.056], [-1.064, -1.197, -2.063], [0.365, -1.750, -2.986], [3.125, -0.372, -2.267], [2.579, -1.390, -0.879], [0.158, -2.168, -1.227], [3.090, 0.302, -0.614], [-2.112, 2.118, -1.032], [4.002, 3.711, 0.165], [3.113, 3.913, 1.636], [1.857, 3.364, 1.567], [1.611, 2.752, 0.329], [2.692, 2.842, -0.504], [3.485, 4.496, 2.476], [1.066, 3.368, 2.320], [2.684, 2.591, -1.565]],
  "lowdin_charge": [-0.068, -0.732, 0.109, 0.101, 0.101, 0.013, 0.949, 0.913, 0.648, -0.182, -0.215, 0.093, 0.102, 0.044, -0.086, 0.044, 0.049, -0.246, 0.096, 0.064, 0.076, 0.641, -0.178, -0.250, 0.056, 0.094, 0.046, -0.215, -0.089, 0.102, 0.092, 0.078, 0.064, 0.033, 0.233, 1.233, -0.271, -0.176, -0.258, -0.422, 0.116, 0.118, 0.081]
}